CBrClFNO2 | ωB97M-V/def2-TZVPD

HOMO-LUMO gap (spin up / spin down)   7.970 / 9.044 eV
Relative energy (zero: lowest compared OMol25 entry of this formula, charge and spin)   53.59 kcal per mole
LUMO energy (spin up / spin down)   -0.0276 / -0.0210 Ha
Total energy   -91898.606 eV

```
7
Properties=species:S:1:pos:R:3:forces:R:3:mulliken_charge:R:1
C 1.504507 -0.441409 0.358281 -0.055 0.408 1.549 0.2960
N -1.153273 0.309485 -0.518239 5.120 3.653 0.596 0.8072
O -1.811694 -0.605356 -0.475791 -3.910 -3.250 -0.285 -0.4121
O -1.131218 1.475412 -0.781725 -1.289 -0.414 -0.245 -0.4052
F 1.898023 -0.874184 1.590333 -0.286 0.282 -1.151 -0.1859
Cl 1.406687 -1.666260 -0.787317 0.309 -0.107 -0.315 -0.0719
Br 2.084788 1.316671 0.014113 0.109 -0.571 -0.148 -0.0280
```
Forces are in eV/Å.



C16H26MnN6PSi | ωB97M-V/def2-TZVPD

HOMO-LUMO gap (spin up / spin down)   8.019 / 7.644 eV
LUMO energy (spin up / spin down)   -0.0887 / -0.0914 Ha
Total energy   -74436.214 eV
Charge   +1
2S+1   2

```
51
Properties=species:S:1:pos:R:3:forces:R:3:lowdin_spin:R:1
Mn -0.189200 1.090665 -0.117519 -0.093 0.024 -0.180 1.0037
C 3.775214 -2.465614 1.047962 -0.015 0.013 -0.010 0.0001
N 3.160181 -1.188598 0.709793 0.024 0.001 -0.028 0.0030
C 3.820648 0.001273 0.577424 -0.007 0.007 0.006 -0.0006
C 2.877311 0.939059 0.272431 -0.001 0.000 0.026 0.0024
N 1.655507 0.335137 0.216153 0.030 -0.003 -0.055 -0.0042
C 1.846319 -0.950319 0.480196 0.023 0.019 0.044 0.0036
P 0.526308 -2.199828 0.529122 0.009 -0.028 0.014 0.0004
C -0.244331 -1.759992 -1.059158 0.004 -0.010 -0.021 -0.0008
N -0.564082 -0.525118 -1.417243 0.016 -0.035 0.053 0.0044
C -1.114829 -0.607977 -2.664220 0.004 0.000 -0.001 -0.0006
C -1.124625 -1.913918 -3.061971 -0.001 0.006 -0.005 0.0007
N -0.572174 -2.635253 -2.042296 -0.012 0.005 -0.010 -0.0027
C -0.381069 -4.079843 -2.030599 0.000 0.014 0.007 -0.0001
C -0.621411 -1.269435 1.589075 0.013 0.016 0.043 0.0036
N -0.966132 -0.003877 1.394207 -0.044 -0.018 -0.010 -0.0043
C -1.835466 0.330159 2.390915 0.018 0.004 0.015 0.0024
C -2.016986 -0.752918 3.201015 0.008 0.007 -0.001 -0.0006
N -1.244170 -1.757865 2.688701 -0.035 -0.007 0.002 0.0030
C -1.119215 -3.098417 3.246095 0.000 0.014 -0.016 0.0001
H 4.844711 -2.310389 1.153690 0.002 -0.009 0.001 0.0000
H 3.378623 -2.843470 1.987992 0.001 -0.001 0.000 0.0001
H 3.600556 -3.194001 0.258989 0.001 -0.003 0.002 0.0001
H 4.884718 0.078513 0.715140 0.000 -0.001 -0.001 -0.0001
H 2.996914 1.995000 0.105240 -0.004 0.001 0.002 0.0002
H -1.465545 0.260719 -3.194331 0.001 0.002 0.002 0.0000
H -1.471113 -2.381088 -3.967003 0.000 0.000 0.000 0.0001
H -0.742170 -4.478981 -2.973685 0.002 -0.007 0.002 0.0000
H 0.673767 -4.324068 -1.924690 0.000 -0.001 0.001 -0.0001
H -0.943658 -4.532606 -1.216873 0.001 -0.002 0.000 -0.0001
H -2.258797 1.316099 2.468378 0.003 0.002 -0.002 0.0002
H -2.614027 -0.890154 4.085257 0.000 -0.001 0.000 -0.0001
H -1.758437 -3.163580 4.121448 0.002 -0.008 0.001 0.0000
H -1.436893 -3.844394 2.520737 0.002 -0.003 0.001 0.0001
H -0.091269 -3.293724 3.544235 0.000 -0.001 0.000 0.0001
C 0.398349 2.755160 -1.996605 0.035 -0.036 0.062 -0.0035
Si -0.758861 3.487950 -0.669677 0.013 -0.078 -0.017 -0.0011
C -1.206013 5.238560 -1.122990 0.008 0.030 0.029 -0.0009
C -2.312970 2.385734 -0.758355 0.024 -0.025 0.071 -0.0035
C 0.019832 2.896437 0.863763 -0.014 0.080 0.009 -0.0050
H -0.072043 2.704063 -2.980014 0.003 0.026 -0.006 0.0000
H 0.801930 1.737363 -1.809382 -0.014 -0.018 -0.005 -0.0006
H 1.295495 3.374003 -2.073782 -0.008 0.007 -0.008 -0.0006
H -1.666119 5.299487 -2.111383 0.000 -0.012 -0.005 0.0001
H -0.316518 5.871590 -1.122085 -0.006 0.004 -0.005 -0.0001
H -1.906372 5.653486 -0.395467 -0.001 0.006 -0.008 -0.0001
H -2.741356 2.346258 -1.761234 -0.009 0.021 -0.001 0.0000
H -3.068275 2.781101 -0.074786 -0.006 0.004 -0.013 -0.0006
H -2.206435 1.326686 -0.440766 0.006 -0.006 -0.023 -0.0006
H -0.568065 3.024096 1.775600 0.020 0.000 0.014 0.0012
H 1.042245 3.236826 1.042556 -0.002 -0.001 0.022 0.0011
```
Forces are in eV/Å.



C5H12N2 | ωB97M-V/def2-TZVPD

HOMO-LUMO gap   9.618 eV
Relative energy (zero: lowest compared OMol25 entry of this formula, charge and spin)   27.25 kcal per mole
LUMO energy   -0.3302 Ha
SMILES   C=[NH+]C(=C)CC[NH3+]
Total energy   -8341.037 eV
Charge   +2

```
19
Properties=species:S:1:pos:R:3:forces:R:3:mulliken_charge:R:1
C 1.444674 0.713474 1.006093 -0.673 0.124 -0.943 -0.7367
C -0.024005 0.273161 1.118854 0.761 0.529 0.596 -0.6217
C -0.508018 -0.720499 0.085298 0.122 0.069 -0.438 0.4530
C 0.187071 -1.788072 -0.317061 0.510 -0.392 0.162 -0.7110
C -2.259925 -0.815712 -1.553895 0.109 0.304 0.570 -0.1770
N -1.872816 -0.651504 -0.340181 -0.314 0.367 0.822 -0.0347
N 1.552999 1.665867 -0.202510 -0.035 0.160 1.049 -0.2902
H 2.125345 -0.099433 0.785621 0.278 0.025 0.478 0.3753
H 1.677146 1.309213 1.878310 0.453 -0.186 0.170 0.4005
H -0.134343 -0.194216 2.102869 0.173 -0.233 -0.070 0.3902
H -0.557042 1.212566 1.292799 -0.654 -0.164 -0.723 0.3795
H 1.266072 -1.815272 -0.297776 0.209 0.177 0.699 0.1735
H -0.177045 -2.796338 -0.514289 -0.678 0.576 -0.878 0.3387
H -1.511458 -0.667988 -2.322475 -0.130 -0.852 -0.294 0.3148
H -3.320447 -0.990577 -1.698868 -0.001 0.366 -0.453 0.3095
H -2.573612 -0.355583 0.345067 -0.124 -0.718 0.113 0.3615
H 2.361162 2.298575 -0.168643 0.258 -0.420 -0.015 0.3704
H 0.752119 2.297821 -0.133792 -0.125 -0.063 -0.607 0.3602
H 1.572124 1.124517 -1.065418 -0.138 0.334 -0.238 0.3441
```
Forces are in eV/Å.